1.
Below is a molecular structure, C30H50P2Sn, with properties calculated with ωB97M-V with the def2-TZVPD basis set.

Multiplicity = 1
Total charge = +2
HOMO-LUMO gap (alpha / beta) = 5.7 / 6.4 eV

XYZ file:
```
83
Properties=species:S:1:pos:R:3:forces:R:3:lowdin_charge:R:1
Sn -0.00041 0.11413 -0.68956 -1.4588 0.0727 0.8174 1.26
C -2.33821 1.75259 0.48051 0.4243 -1.0431 0.1047 -0.28
C -2.80033 0.87843 -0.55928 0.3633 1.3309 0.7610 -0.29
C -2.66958 -0.34986 1.38875 -0.5734 -1.1355 -2.7483 -0.22
C -2.23207 0.97259 1.67394 0.0707 1.4010 -0.9671 -0.19
C -2.98804 -0.43029 0.00562 0.6394 -0.6055 2.3222 -0.26
C -2.13886 3.21959 0.34664 -0.2398 0.5844 -0.0165 -0.04
H -1.73385 3.50346 -0.63698 -0.0503 -0.0535 0.2467 0.07
H -1.48204 3.62978 1.12638 -0.1711 -0.1150 -0.2507 0.06
H -3.11017 3.73440 0.44188 0.3562 0.0046 -0.0372 0.11
C -1.76469 1.41955 2.99950 -0.1876 0.4605 0.2989 -0.01
H -1.58129 2.50234 3.01495 -0.0663 -0.3410 0.0946 0.08
H -0.83593 0.89902 3.30233 -0.3748 0.1280 -0.1157 0.05
H -2.52360 1.18732 3.76467 0.2694 0.0836 -0.1339 0.12
C -2.83388 -1.45362 2.35810 -0.2065 -0.4909 0.4882 -0.03
H -3.87866 -1.81644 2.34849 0.4686 0.0703 0.0641 0.11
H -2.60707 -1.11108 3.37538 -0.1210 -0.1896 -0.2328 0.07
H -2.18343 -2.32004 2.13385 -0.2417 0.2675 0.0787 0.08
C -3.44955 -1.65057 -0.69875 -0.3669 -0.4376 -0.2839 -0.03
H -4.55329 -1.69894 -0.73145 0.3646 -0.0345 -0.0589 0.11
H -3.10112 -2.56279 -0.18788 -0.1709 0.3272 -0.1796 0.07
H -3.08722 -1.68504 -1.73939 -0.1681 -0.0231 0.3192 0.07
C -3.07310 1.30422 -1.95226 -0.1741 0.0537 -0.5044 -0.01
H -4.06009 1.80118 -2.02682 0.3634 -0.1786 0.0443 0.13
H -3.07366 0.45547 -2.65010 -0.1489 0.3300 0.3241 0.06
H -2.32215 2.03108 -2.31056 -0.3431 -0.1673 0.1810 0.07
C 1.46912 0.67186 -2.92554 -0.5254 1.3054 -0.4936 -0.24
C 0.39758 1.50865 -3.07940 1.6796 -0.1176 -0.0763 -0.21
C -0.33739 1.69067 -4.36328 -0.4966 0.5963 -0.3653 -0.15
C -1.24345 0.53446 -4.87396 -0.5660 0.2113 -0.5215 -0.16
C -1.26670 -0.71749 -4.05725 -0.0374 -0.3844 -0.2594 -0.12
C -0.20460 -1.51170 -3.91428 -0.3156 -0.2199 -0.1126 -0.13
C 1.09344 -1.28262 -4.61429 0.4735 -0.2796 -0.3639 -0.16
C 2.01109 -0.17553 -4.03014 0.7381 -0.4505 -0.1410 -0.16
H 0.37163 1.92980 -5.17457 0.0148 -0.0616 0.4507 0.13
H -0.93385 0.32796 -5.91615 -0.1824 -0.1601 0.4701 0.13
H -0.98183 2.58168 -4.26316 0.3850 -0.3051 -0.0452 0.12
H 2.31586 0.46706 -4.87456 -0.0444 -0.0021 0.4321 0.13
H 2.14926 0.75035 -2.05991 -0.4131 0.1551 0.0151 0.07
H 0.14748 2.25450 -2.31110 0.1569 -0.4013 -0.0012 0.07
H 2.93391 -0.66600 -3.67603 -0.2920 0.3455 -0.1251 0.11
H 1.66464 -2.22638 -4.60357 -0.2413 0.3689 -0.0909 0.12
H -0.28022 -2.45486 -3.37865 -0.2181 0.1348 -0.0574 0.09
H 0.93743 -1.04480 -5.68046 -0.2048 -0.1620 0.3947 0.13
H -2.27499 0.92115 -4.94402 0.4628 -0.1662 -0.0285 0.12
H -2.25259 -1.02247 -3.70284 0.4102 -0.0920 0.1831 0.09
P 1.59926 2.09339 0.66860 0.9686 0.7539 0.2405 0.75
C 1.30079 2.90400 2.28002 -0.6295 -0.1967 0.3044 -0.25
H 2.23288 3.36947 2.62928 -0.2515 -0.0765 -0.2415 0.07
H 0.99266 2.15174 3.01534 0.0145 0.3608 -0.1373 0.01
H 0.52221 3.67095 2.20383 0.1367 -0.1985 0.0061 0.05
C 3.33760 1.59251 0.95710 0.0844 -0.3961 -0.2470 -0.27
H 3.84158 2.34376 1.58168 -0.1107 -0.2027 -0.2852 0.06
H 3.87554 1.48887 0.00639 -0.0590 -0.0262 0.2164 0.05
H 3.34784 0.62875 1.48064 0.1312 0.1867 -0.1176 0.03
C 1.79039 3.55182 -0.42853 -0.1950 -0.0953 -0.2610 -0.25
H 2.13913 3.24188 -1.42241 -0.0208 0.1180 0.2241 0.04
H 2.51086 4.26223 -0.00125 -0.1659 -0.2256 -0.0447 0.07
H 0.82102 4.05634 -0.54504 0.2417 -0.0898 0.0517 0.05
P 0.94904 -2.41488 0.04734 0.4821 -1.0839 -0.0673 0.69
C -0.26505 -3.56517 -0.71165 -0.3024 0.1669 -0.0630 -0.26
H 0.24914 -4.46581 -1.08111 -0.1516 0.2683 0.1702 0.07
H -0.79106 -3.08146 -1.55242 0.1878 -0.2522 0.3944 0.01
H -1.01460 -3.85546 0.04098 0.2531 0.0802 -0.2719 0.05
C 2.42684 -2.68022 -1.01129 0.1587 0.1681 0.0126 -0.26
H 2.16471 -2.62573 -2.07857 0.0354 -0.0247 0.3092 0.04
H 2.85223 -3.66886 -0.78290 -0.1066 0.2894 -0.2102 0.06
H 3.18287 -1.91183 -0.79781 -0.0998 -0.2513 -0.0633 0.05
C 1.41319 -3.30205 1.58461 0.0512 0.2823 0.2635 -0.24
H 2.00981 -4.18723 1.31858 -0.2173 0.2420 0.0664 0.06
H 0.52038 -3.61851 2.14359 0.2558 0.1764 -0.2144 0.05
H 2.00382 -2.63717 2.22967 -0.1173 -0.2556 -0.1146 0.04
C 1.97103 -1.31524 6.11865 -0.2483 0.0502 -0.2559 -0.07
C 0.77841 -1.86471 5.62337 -0.1260 0.3709 -0.6335 -0.05
C 0.20769 -1.36779 4.41068 -0.0120 -0.7194 1.3644 -0.11
C 0.85425 -0.32035 3.83256 0.3848 -0.5628 -0.6706 -0.04
C 2.08263 0.15340 4.16574 0.9040 0.1569 1.1798 -0.11
C 2.63697 -0.32719 5.39218 -0.3052 0.1941 -0.6966 -0.05
H 2.38612 -1.66675 7.06895 -0.1843 0.1131 -0.4340 0.12
H 0.27968 -2.66546 6.17262 0.1189 0.2176 -0.2298 0.12
H -0.70041 -1.80300 3.99334 0.1972 0.1486 0.3017 0.08
H 2.62012 0.88138 3.55696 -0.1105 -0.1250 0.4271 0.07
H 3.57692 0.09157 5.75553 -0.2331 -0.1758 -0.1532 0.12
```
Forces are in eV/Å.

=====

2.
Below is a single C4H7NO molecule, with properties calculated with ωB97M-V with the def2-TZVPD basis set.

Multiplicity = 1
SMILES = CC1=NCCO1
HOMO-LUMO gap = 10.0 eV

XYZ file:
```
13
Properties=species:S:1:pos:R:3:forces:R:3:lowdin_charge:R:1
C -1.42868 1.18214 -0.90950 -0.4433 0.2935 -0.0166 0.00
C -0.28864 0.58607 -0.19721 -0.4302 -0.1379 0.1885 -0.48
N -0.51060 0.13038 0.96506 0.0996 0.1848 -0.3764 0.08
C 0.35911 -1.01048 1.06063 0.1239 -0.5400 0.2015 -0.19
C 1.42672 -0.79079 -0.02332 0.3085 -0.2407 0.2056 -0.13
O 0.82142 0.21137 -0.86534 -0.1691 -0.2084 -0.0882 0.00
H -1.53653 2.22203 -0.62529 -0.2799 0.2338 -0.2424 0.08
H -2.19999 0.57248 -0.43173 -0.5734 0.7105 -0.5655 0.09
H -1.44605 1.03074 -1.98966 0.3048 0.1879 0.1732 0.09
H 0.66409 -1.14878 2.09604 0.4500 -0.3442 -0.2078 0.11
H -0.28680 -1.83740 0.71755 0.3775 -0.2015 0.5805 0.12
H 1.56366 -1.66988 -0.65321 0.2500 0.0311 0.1869 0.12
H 2.38370 -0.42361 0.34946 -0.0185 0.0311 -0.0393 0.12
```
Forces are in eV/Å.

=====

3.
Below is a molecular structure, C19H24N4O3, with properties calculated with ωB97M-V with the def2-TZVPD basis set.

Multiplicity = 1
HOMO-LUMO gap = 6.8 eV

XYZ file:
```
50
Properties=species:S:1:pos:R:3:forces:R:3:lowdin_charge:R:1
C -7.10186 -1.48690 0.74763 -1.9626 3.7589 -8.5476 0.05
H -6.77167 -2.01905 -0.27538 -0.6669 0.9203 2.4720 0.15
O -6.67779 -0.02882 0.55253 -6.8953 -4.6620 2.3125 -0.05
C -5.48128 0.19536 0.32028 4.6276 0.1336 -2.3470 -0.32
C -4.47241 -0.84418 0.03216 -3.2757 2.6694 1.9413 0.06
C -3.27593 -0.23999 0.00502 4.0822 1.7930 -0.3658 -0.16
C -3.08809 1.11676 0.05473 2.2157 6.3303 -3.3594 -0.12
C -4.07645 2.15735 -0.07020 -1.9002 0.9669 2.6467 0.03
C -5.35869 1.64211 0.18364 6.9666 -3.2885 -1.2520 0.02
H -6.11759 2.21987 0.40336 -4.0527 2.5772 0.7700 0.06
H -3.95985 3.40246 0.02233 0.2643 -3.9075 -0.6492 0.18
N -1.77547 1.58534 -0.44636 -3.0505 -14.4349 1.4019 -0.06
C -1.00858 0.10390 -0.54685 -0.1231 11.6519 0.2530 -0.02
C -1.92943 -0.66985 -0.21795 -4.3857 -9.9781 -0.4256 -0.15
N -1.60395 -2.08240 -0.42047 -6.1172 3.1155 2.4712 0.18
C -0.41945 -2.32631 -0.37962 6.2112 -3.2284 -2.5657 -0.20
N 0.65457 -1.51726 -0.64116 -6.1449 8.2176 1.5462 -0.02
C 0.32242 -0.03293 -0.57284 8.2922 1.0449 -3.3819 -0.10
O 1.36921 0.93928 -0.86177 -5.8138 -5.6577 2.0021 -0.13
C 1.97343 -1.70156 -0.76274 2.7333 0.6828 -0.5897 -0.26
H 2.41060 -1.01738 -1.63748 -0.9011 -1.3062 2.3129 0.18
C 2.62901 -1.67633 0.61175 4.7052 3.0364 -6.6077 -0.04
H 2.32501 -2.45240 1.13446 -1.0463 -3.8294 2.5160 0.05
H 2.50694 -0.77432 1.14150 -0.1433 1.1597 0.3513 0.08
C 4.26555 -1.81068 0.04541 -2.2386 -1.4679 11.5450 -0.14
N 5.17799 -0.77329 0.25808 -0.8404 -1.1281 -4.5833 -0.17
C 5.16707 -0.25930 1.52313 -4.2199 13.1970 -7.7739 -0.18
H 5.40308 -0.61759 2.30075 2.6574 -7.1523 10.0837 0.01
C 6.20737 0.91620 1.54370 1.0617 -6.9974 -8.6283 -0.16
O 6.10528 1.81683 0.44665 -1.3226 0.6505 -1.8771 -0.13
C 5.97025 1.27841 -0.89857 0.1415 -6.7704 6.5477 -0.07
C 4.79665 0.11174 -0.94108 3.9763 6.3785 9.6983 -0.02
H 4.84800 -0.37201 -1.73841 0.4216 -4.4723 -6.8113 0.04
H 3.84829 0.53799 -0.70827 -0.8959 0.6057 -0.2141 0.10
H 5.73418 1.85982 -1.60503 -1.5282 5.7023 -4.6665 0.04
H 6.94890 0.85614 -1.03374 0.3237 -0.7806 -0.8527 0.12
H 6.36976 1.55854 2.17065 0.1010 6.3093 8.3374 0.03
H 7.23864 0.44236 1.54797 -0.6143 -0.1647 -0.6542 0.14
H 4.20029 0.50453 1.76706 1.3416 -2.3341 -0.4998 0.19
H 4.51945 -2.47058 1.20679 -0.3057 0.9521 -2.8982 0.18
H 4.53660 -2.60116 -0.48386 0.6703 -2.9165 -3.5887 0.05
H 1.89191 -2.66028 -1.11405 1.6811 -3.1065 -1.1227 0.10
H -0.11832 -3.36643 -0.51686 0.0979 -0.2958 0.3635 0.14
C -1.11641 2.64514 -0.44978 5.5387 10.4732 -2.7535 -0.24
H -1.60236 3.38337 -1.39801 1.6855 -1.2066 2.2169 0.14
H -1.07239 3.30996 0.41738 -0.7546 0.0094 0.4987 0.07
H 0.08373 2.54593 -0.59417 -3.0196 -0.2732 -0.3366 0.13
H -4.49690 -1.88162 0.26666 -0.6803 -0.6068 -0.2059 0.11
H -8.19744 -1.43975 0.74574 0.4280 0.0249 0.1392 0.10
H -6.75129 -1.90646 1.53703 2.6748 -2.3953 5.1309 0.01
```
Forces are in eV/Å.

=====

4.
Below is a molecular structure, C26H12Cl5F12MoNO2, with properties calculated with ωB97M-V with the def2-TZVPD basis set.

<S²> = 2.01
Multiplicity = 3
HOMO-LUMO gap (alpha / beta) = 3.3 / 3.6 eV

XYZ file:
```
59
Properties=species:S:1:pos:R:3:forces:R:3:mulliken_spin:R:1
Mo 0.20433 1.26013 0.98431 0.4475 0.1361 0.6662 2.25
C 1.70317 -0.56169 -5.58864 0.0382 0.0119 0.1054 0.00
C 1.14561 -0.43700 -4.19687 0.0108 0.0108 -0.0212 0.00
C 0.89940 -1.56393 -3.41896 -0.0206 0.0053 0.0185 0.00
C 0.40389 -1.44345 -2.13877 0.0191 0.0562 0.1677 0.02
C 0.14044 -0.19364 -1.57119 0.2301 0.1515 -0.3175 0.00
N -0.35095 -0.13534 -0.24413 -0.0413 -0.3604 -0.2100 0.07
C -1.42572 -0.98959 0.09129 -0.3538 -0.4020 0.2047 0.01
C -2.39093 -1.27991 -0.88323 0.2002 0.1247 -0.0179 -0.01
C -3.44478 -2.13124 -0.63337 -0.0451 -0.0505 0.0376 -0.01
C -3.59783 -2.74188 0.60653 0.0277 -0.0140 0.0086 0.02
C -4.72315 -3.70340 0.87438 0.0008 0.1018 -0.0056 0.00
C -2.69058 -2.40925 1.59995 -0.0731 -0.0558 -0.1398 0.01
C -1.62907 -1.53865 1.37429 0.1183 0.1838 -0.1106 -0.05
C -0.69297 -1.17112 2.51220 0.1875 -0.1351 0.1483 0.02
O -0.18874 0.12246 2.38147 -1.0087 -1.4973 1.6423 -0.16
C 0.50344 -2.16717 2.54538 0.1039 0.0404 -0.1213 0.00
F 1.43118 -1.80592 3.43902 -0.0620 -0.0038 -0.0844 0.00
F 0.10678 -3.41091 2.84025 -0.0049 0.0659 -0.0402 0.00
F 1.09229 -2.21748 1.34055 0.0024 0.0967 0.1050 0.00
C -1.39039 -1.16864 3.90478 -0.0540 0.2416 0.0996 -0.01
F -1.69366 -2.38866 4.36980 0.0121 0.0776 0.0491 0.00
F -2.53163 -0.46388 3.83738 0.1549 -0.0313 0.0372 0.00
F -0.60375 -0.58210 4.81560 -0.1503 -0.1105 -0.1026 0.00
C 0.42421 0.95172 -2.33354 -0.1316 -0.0012 0.1171 0.09
C 0.90139 0.80589 -3.63469 0.0031 -0.1329 -0.0361 0.01
C 0.15944 2.35413 -1.77988 -0.0292 -0.0458 -0.1363 -0.04
O 0.32491 2.44431 -0.40032 -0.0491 1.8158 -2.0565 -0.11
C -1.30409 2.76432 -2.09369 -0.1897 -0.0212 0.1786 0.00
F -2.14195 2.01362 -1.34809 0.1041 0.1379 -0.1294 0.01
F -1.62603 2.57256 -3.37405 0.0583 -0.0103 0.0290 0.00
F -1.54028 4.04683 -1.79587 -0.0066 -0.1087 0.0081 0.00
C 1.13014 3.42087 -2.36969 0.1374 0.1005 0.1860 0.00
F 2.38494 2.94798 -2.37921 -0.1383 0.1317 0.0352 0.00
F 0.81092 3.77980 -3.62419 0.0101 -0.0115 0.0820 0.00
F 1.11990 4.53007 -1.62350 0.0480 -0.1648 -0.1660 0.00
H 1.36572 -1.48268 -6.06245 -0.0031 0.0147 -0.0332 0.00
H 1.40532 0.28209 -6.20974 0.0035 -0.0120 -0.0222 0.00
H 2.79489 -0.58508 -5.55523 -0.0093 0.0016 -0.0534 0.00
H 1.10400 -2.54992 -3.81938 -0.0279 0.0004 -0.0105 0.00
H 0.20541 -2.32472 -1.54237 0.0169 -0.0171 -0.0078 0.00
H -2.28700 -0.82219 -1.85836 -0.0300 -0.0302 -0.0055 0.00
H -4.16928 -2.32399 -1.41606 0.0409 -0.0203 -0.0321 0.00
H -5.05557 -4.17436 -0.05000 -0.0307 -0.0116 0.0162 0.00
H -4.41427 -4.48702 1.56539 -0.0143 0.0011 0.0141 0.00
H -5.57723 -3.18372 1.31447 -0.0171 -0.0499 -0.0002 0.00
H -2.81636 -2.85520 2.57738 0.0068 0.0141 -0.0742 0.00
H 1.09011 1.68233 -4.23927 -0.0095 -0.0526 0.0154 0.00
Cl 3.60301 -0.13835 0.72200 0.0024 -0.1838 -0.0567 0.00
C 3.27774 1.03960 1.93368 -0.1982 0.1313 -0.0868 -0.06
C 2.02995 1.64229 1.93784 0.8136 0.0849 0.3117 0.02
C 1.82916 2.66585 2.84834 0.2804 -0.4656 -0.3158 -0.06
Cl 0.25673 3.39324 2.71311 -0.3731 0.1681 0.0869 -0.01
C 2.77050 3.07531 3.77174 0.1190 0.0492 0.0872 -0.01
Cl 2.43450 4.35323 4.86317 -0.0554 0.0373 0.0236 0.00
C 4.00193 2.41385 3.78457 -0.1590 -0.0388 -0.1427 0.01
Cl 5.19545 2.86195 4.92642 0.0466 0.0294 0.0469 0.00
C 4.25893 1.40040 2.85651 -0.0670 0.0528 0.0060 -0.01
Cl 5.77647 0.60725 2.85298 0.1085 -0.0362 0.0025 0.00
```
Forces are in eV/Å.

=====

Energy above the lowest of the compared OMol25 structures with the same formula, charge and spin (computed, kcal per mole): 0.0; 37.9; 484.7; 0.0
Total energy (computed, eV): -56311.4342; -7798.0029; -32177.1945; -129821.7605